Entry A
{
  "formula": "C3H5N2OS",
  "method": "ωB97M-V/def2-TZVPD",
  "smiles": "C[N+]#CC(=O)NS",
  "total_charge": 1,
  "spin_multiplicity": 1,
  "homo_energy_ev": -14.58,
  "symbols": ["C", "N", "C", "C", "O", "N", "S", "H", "H", "H", "H", "H"],
  "xyz": [[0.05326, -0.36919, -2.53235], [-0.08116, -0.31398, -1.17768], [0.08225, -0.04882, -0.02144], [-0.49514, -0.61870, 1.37378], [-1.03781, -1.65216, 1.38657], [-0.22493, 0.29177, 2.26006], [1.11927, 1.38130, 1.80595], [1.07827, -0.44119, -2.68339], [-0.26316, 0.42511, -3.16646], [-0.51778, -1.33110, -2.71537], [-0.36815, 0.05882, 3.23765], [0.65508, 2.61815, 2.23268]],
  "mulliken_charge": [-0.614, 0.103, 0.015, 0.614, -0.376, -0.180, -0.083, 0.334, 0.307, 0.306, 0.321, 0.252]
}

Entry B
{
  "formula": "C3H5N2OS",
  "method": "ωB97M-V/def2-TZVPD",
  "total_charge": 1,
  "spin_multiplicity": 1,
  "homo_energy_ev": [-13.76, -13.54],
  "symbols": ["C", "C", "C", "N", "N", "O", "S", "H", "H", "H", "H", "H"],
  "xyz": [[-1.47121, -0.45204, -1.10918], [-0.07628, -0.77732, 0.61439], [-0.56422, 0.49270, 0.72714], [-1.45827, 0.66368, -0.36419], [-0.61857, -1.27568, -0.53675], [2.91485, 0.89914, 0.67080], [2.62433, -0.73155, 0.75373], [-1.87826, -0.61677, -2.16220], [-0.37972, 1.31550, 1.37255], [3.30463, 1.19308, 1.51719], [-1.89519, 1.54574, -0.80911], [-0.50210, -2.25647, -0.67437]],
  "mulliken_charge": [-0.116, -0.199, -0.191, -0.103, -0.008, -0.381, 0.287, 0.341, 0.401, 0.396, 0.323, 0.250]
}

In terms of stability, entry A leads; the second structure lies 0.847 eV higher.

Entry A
{
  "formula": "C4H10N2O",
  "method": "ωB97M-V/def2-TZVPD",
  "smiles": "[H]/N=C(\\OC)N(C)C",
  "spin_multiplicity": 1,
  "homo_energy_ev": -8.87,
  "symbols": ["H", "N", "C", "O", "C", "N", "C", "C", "H", "H", "H", "H", "H", "H", "H", "H", "H"],
  "xyz": [[1.24271, 1.38572, -2.06228], [0.43015, 0.71317, -2.16737], [0.40921, 0.17073, -1.04720], [1.51322, 0.85351, -0.20926], [1.64020, 1.11965, 1.16467], [-0.56018, -0.54560, -0.45671], [-1.93979, -0.13163, -0.63513], [-0.29681, -1.58854, 0.51149], [2.56685, 0.66019, 1.53093], [0.82568, 0.79415, 1.81710], [1.70544, 2.20843, 1.28660], [-2.54845, -1.01097, -0.85920], [-1.98128, 0.57937, -1.45568], [-2.30692, 0.33447, 0.28542], [-0.92443, -2.44718, 0.25763], [0.75973, -1.84407, 0.51321], [-0.53534, -1.25137, 1.52576]],
  "mulliken_charge": [0.337, -0.744, 0.640, -0.408, -0.644, 0.076, -0.928, -1.005, 0.238, 0.265, 0.267, 0.290, 0.357, 0.279, 0.320, 0.319, 0.340]
}

Entry B
{
  "formula": "C4H10N2O",
  "method": "ωB97M-V/def2-TZVPD",
  "spin_multiplicity": 1,
  "homo_energy_ev": -7.60,
  "symbols": ["C", "C", "C", "O", "H", "H", "H", "H", "H", "H", "N", "C", "N", "H", "H", "H", "H"],
  "xyz": [[-0.85838, -0.33033, -1.42308], [-0.44213, 0.39646, -0.15912], [-1.39560, 0.25940, 0.97845], [-0.10842, 1.70011, -0.48076], [0.00095, 2.21387, 0.32916], [-0.11726, -0.17958, -2.20400], [-1.81171, 0.07243, -1.76502], [-0.96966, -1.39274, -1.22540], [-2.15534, 1.03752, 0.95520], [-1.81913, -0.73812, 1.03818], [0.82952, -0.79149, 1.56439], [2.03621, -0.28047, -0.37237], [0.96708, -0.34912, 0.36228], [-0.72089, 0.26749, 1.91205], [1.61645, -1.37618, 1.84769], [2.00611, 0.26799, -1.29587], [2.94220, -0.77727, -0.06177]],
  "mulliken_charge": [-1.377, 0.845, -1.415, -0.522, 0.362, 0.381, 0.373, 0.346, 0.386, 0.350, -0.961, -0.404, 0.584, 0.391, 0.164, 0.228, 0.268]
}

In terms of stability, entry A leads; the second structure lies 0.774 eV higher.

Entry A
{
  "formula": "C4H5NOS",
  "method": "ωB97M-V/def2-TZVPD",
  "spin_multiplicity": 1,
  "homo_energy_ev": [-8.84, -8.84],
  "symbols": ["C", "C", "C", "C", "N", "O", "S", "H", "H", "H", "H", "H"],
  "xyz": [[0.61901, 1.30079, -0.10972], [-0.82061, -0.57019, -0.64240], [-0.72717, 0.97589, 0.20892], [0.53058, -0.78697, 0.00400], [1.37273, 0.22464, -0.00234], [-1.81423, -1.25539, -0.38018], [0.90732, -2.28823, 0.72019], [0.98102, 2.22517, -0.52457], [-0.65932, -0.23695, -1.69746], [-0.90734, 0.60938, 1.21531], [-1.51704, 1.66024, -0.09350], [2.03506, -1.85839, 1.30175]],
  "mulliken_charge": [-0.045, 0.156, -0.659, 0.430, -0.518, -0.664, -0.195, 0.382, 0.336, 0.274, 0.331, 0.172]
}

Entry B
{
  "formula": "C4H5NOS",
  "method": "ωB97M-V/def2-TZVPD",
  "smiles": "Nc1ccoc1S",
  "spin_multiplicity": 1,
  "homo_energy_ev": -7.84,
  "symbols": ["N", "C", "C", "C", "O", "C", "S", "H", "H", "H", "H", "H"],
  "xyz": [[1.26780, -1.14693, 0.81760], [0.31281, -0.29569, 0.32968], [-0.78102, 0.26770, 1.13423], [-1.71949, 0.66771, 0.28177], [-1.31234, 0.54109, -1.03073], [-0.09008, 0.02652, -0.95408], [1.06964, -0.39546, -2.36750], [1.74048, -1.10217, 1.69787], [2.03984, -1.43152, 0.19107], [-1.04725, 0.40895, 2.23822], [-2.58900, 1.38767, 0.42117], [1.10861, 1.07214, -2.75930]],
  "mulliken_charge": [-0.522, 0.577, -0.337, -0.284, -0.318, -0.017, -0.284, 0.237, 0.214, 0.242, 0.323, 0.169]
}

In terms of stability, entry B leads; the second structure lies 0.994 eV higher.

Entry A
{
  "formula": "C4H5NOS",
  "method": "ωB97M-V/def2-TZVPD",
  "smiles": "C=C1NC(=O)CS1",
  "spin_multiplicity": 1,
  "homo_energy_ev": -8.78,
  "symbols": ["C", "C", "N", "C", "O", "C", "S", "H", "H", "H", "H", "H"],
  "xyz": [[-2.07019, -0.88037, 0.02593], [-0.92336, -0.19035, -0.03790], [0.26559, -0.91129, -0.33779], [1.39084, -0.04161, -0.10890], [2.52369, -0.39480, -0.05434], [1.05205, 1.45362, 0.08638], [-0.74795, 1.65964, -0.19468], [-3.04106, -0.43266, 0.38340], [-2.04465, -1.97311, -0.02995], [0.40748, -1.87851, -0.13190], [1.64430, 2.00629, -0.71246], [1.54328, 1.58316, 1.11221]],
  "mulliken_charge": [-0.770, 0.385, -0.208, 0.181, -0.542, -0.276, -0.131, 0.229, 0.252, 0.291, 0.307, 0.282]
}

Entry B
{
  "formula": "C4H5NOS",
  "method": "ωB97M-V/def2-TZVPD",
  "smiles": "C1=NSC[C@H]2O[C@H]12",
  "spin_multiplicity": 1,
  "homo_energy_ev": -9.07,
  "symbols": ["C", "N", "S", "C", "C", "O", "C", "H", "H", "H", "H", "H"],
  "xyz": [[-0.27706, -1.64780, -0.30862], [-1.07210, -1.40779, 0.65388], [-1.11933, 0.07061, 1.54259], [-0.04806, 1.37618, 0.66644], [0.06338, 0.68718, -0.65405], [1.14883, 0.32753, -1.51104], [0.74627, -0.59164, -0.49173], [-0.33541, -2.64805, -0.79247], [0.90049, 1.50720, 1.19346], [-0.63043, 2.29640, 0.64503], [-0.87146, 0.65538, -1.22247], [1.49489, -0.62520, 0.27899]],
  "mulliken_charge": [-0.112, -0.381, 0.009, -0.636, -0.101, -0.445, -0.045, 0.365, 0.338, 0.354, 0.341, 0.315]
}

Entry C
{
  "formula": "C4H5NOS",
  "method": "ωB97M-V/def2-TZVPD",
  "smiles": "C=C1CONC1=S",
  "spin_multiplicity": 1,
  "homo_energy_ev": -8.60,
  "symbols": ["C", "C", "C", "O", "N", "C", "S", "H", "H", "H", "H", "H"],
  "xyz": [[-0.06845, -1.44965, -1.20397], [0.09346, -0.32180, -0.53013], [1.19307, 0.48378, 0.25207], [0.61194, 1.78257, 0.22323], [-0.55313, 1.23659, 0.89854], [-1.07992, 0.17508, 0.35411], [-2.55752, -0.35970, 0.24303], [-1.04033, -1.93542, -1.25171], [0.92293, -2.05215, -1.42022], [1.37710, 0.14598, 1.33162], [2.36957, 0.38431, -0.31315], [-1.26871, 1.91043, 1.41658]],
  "mulliken_charge": [-0.665, 0.160, -0.168, -0.261, -0.157, 0.195, -0.416, 0.282, 0.193, 0.229, 0.281, 0.328]
}

Entry D
{
  "formula": "C4H5NOS",
  "method": "ωB97M-V/def2-TZVPD",
  "smiles": "C=C/C=N\\SC=O",
  "spin_multiplicity": 1,
  "homo_energy_ev": -8.87,
  "symbols": ["C", "C", "C", "N", "S", "C", "O", "H", "H", "H", "H", "H"],
  "xyz": [[0.69265, -0.76103, 1.06830], [1.11975, 0.39805, 1.23467], [0.39663, 1.40666, 0.55426], [-0.08026, 1.40862, -0.62511], [0.34466, 0.00536, -1.68352], [-1.33793, -0.76479, -1.96337], [-2.25677, -0.71223, -1.14481], [0.90619, -1.57044, 1.71533], [-0.16588, -1.17271, 0.35774], [1.67820, 0.81049, 2.33056], [0.08724, 2.35661, 1.10983], [-1.38449, -1.40459, -2.95387]],
  "mulliken_charge": [-0.496, -0.034, 0.257, -0.426, -0.093, 0.127, -0.425, 0.277, 0.000, 0.204, 0.327, 0.281]
}

In terms of stability, entry A leads; the second structure lies 2.755 eV higher.

Entry A
{
  "formula": "C4H5NOS",
  "method": "ωB97M-V/def2-TZVPD",
  "spin_multiplicity": 1,
  "homo_energy_ev": [-8.64, -8.56],
  "symbols": ["C", "C", "C", "C", "N", "O", "S", "H", "H", "H", "H", "H"],
  "xyz": [[-1.21909, -1.59205, 0.29837], [-2.14971, -0.69942, -0.08338], [0.27275, 0.04731, -0.06736], [2.60276, 1.01872, 0.00900], [0.09473, -1.15677, 0.21081], [-1.62299, 2.03573, -0.25274], [-1.24537, 0.69522, -0.77274], [-1.61524, -2.58019, 0.60818], [-3.15268, -0.69536, 0.07465], [2.23497, 1.22853, -0.98228], [3.12959, 0.03802, 0.06783], [2.67028, 1.66025, 0.88968]],
  "mulliken_charge": [-0.176, -0.370, 0.109, -0.681, -0.403, -0.582, 0.376, 0.321, 0.468, 0.344, 0.274, 0.320]
}

Entry B
{
  "formula": "C4H5NOS",
  "method": "ωB97M-V/def2-TZVPD",
  "smiles": "O=C[C@@H]1N[C@H]1C=S",
  "spin_multiplicity": 1,
  "homo_energy_ev": -9.04,
  "symbols": ["O", "C", "C", "N", "C", "C", "S", "H", "H", "H", "H", "H"],
  "xyz": [[0.22247, 0.63289, 2.80857], [-0.26142, -0.35829, 2.33141], [0.16538, -0.82171, 0.95974], [1.50354, -0.47713, 0.51613], [0.35056, 0.16502, -0.06331], [0.00116, -0.27487, -1.45189], [-0.95090, 0.54328, -2.49529], [-1.04657, -0.97747, 2.87207], [-0.14690, -1.84321, 0.68402], [1.95572, 0.12871, 1.19094], [0.09309, 1.22652, 0.16708], [0.52052, -1.21115, -1.72659]],
  "mulliken_charge": [-0.468, -0.107, 0.122, -0.659, 0.181, -0.510, -0.229, 0.298, 0.356, 0.288, 0.410, 0.320]
}

Entry C
{
  "formula": "C4H5NOS",
  "method": "ωB97M-V/def2-TZVPD",
  "spin_multiplicity": 1,
  "homo_energy_ev": [-7.97, -7.97],
  "symbols": ["C", "C", "C", "C", "N", "O", "S", "H", "H", "H", "H", "H"],
  "xyz": [[0.79149, 1.07255, 1.16871], [-0.18322, 1.87925, 0.68672], [-0.26942, -0.24592, -0.38002], [-0.58596, -1.47261, -1.20803], [0.74595, -0.13349, 0.59608], [1.55475, -1.05806, 0.84916], [-1.11194, 1.16143, -0.54076], [1.34782, 1.37611, 2.11758], [-0.27335, 2.91606, 0.92636], [-0.37724, -2.33111, -0.68384], [-1.61711, -1.64859, -1.34636], [-0.02175, -1.51560, -2.18561]],
  "mulliken_charge": [-0.353, -0.311, 0.418, -1.160, 0.550, -0.752, -0.146, 0.334, 0.395, 0.373, 0.402, 0.250]
}

In terms of stability, entry B leads; the second structure lies 0.603 eV higher.

Entry A
{
  "formula": "C4H8N2O2",
  "method": "ωB97M-V/def2-TZVPD",
  "smiles": "C[C@H]1CN1NC(=O)O",
  "spin_multiplicity": 1,
  "homo_energy_ev": -9.00,
  "symbols": ["C", "C", "C", "N", "N", "C", "O", "O", "H", "H", "H", "H", "H", "H", "H", "H"],
  "xyz": [[1.90001, 1.02943, 1.09888], [0.98006, 0.59425, 0.00018], [0.98403, -0.87632, -0.98965], [0.28226, -0.60293, 0.18271], [-1.08650, -0.71650, 0.39774], [-2.03371, -0.20593, -0.43787], [-1.84541, 0.45756, -1.42670], [-3.26929, -0.54978, 0.01587], [2.42164, 1.94997, 0.82498], [2.64084, 0.25874, 1.32699], [1.32987, 1.21286, 2.01484], [0.60870, 1.35215, -0.67730], [1.91555, -1.41345, -0.87984], [0.45547, -0.91851, -1.93604], [-1.36206, -1.43278, 1.05478], [-3.92147, -0.13874, -0.56959]],
  "mulliken_charge": [-1.166, 0.016, -0.504, -0.293, -0.134, 0.621, -0.567, -0.492, 0.347, 0.318, 0.248, 0.447, 0.246, 0.300, 0.275, 0.339]
}

Entry B
{
  "formula": "C4H8N2O2",
  "method": "ωB97M-V/def2-TZVPD",
  "smiles": "C/C(O)=N/C(O)=C/N",
  "spin_multiplicity": 1,
  "homo_energy_ev": [-6.82, -6.82],
  "symbols": ["C", "C", "O", "N", "C", "O", "C", "N", "H", "H", "H", "H", "H", "H", "H", "H"],
  "xyz": [[-0.13087, 2.01964, -1.67937], [0.18632, 1.08473, -0.55503], [0.28687, 1.75845, 0.62669], [0.81056, -0.04191, -0.82959], [0.47881, -1.02188, 0.04319], [1.36633, -2.05251, 0.20165], [-0.67723, -0.96133, 0.78288], [-0.89053, -1.74277, 1.92178], [-0.24953, 1.46568, -2.60627], [0.68893, 2.72957, -1.80531], [-1.03479, 2.58378, -1.45685], [0.58700, 1.15477, 1.32198], [2.07894, -1.91019, -0.43439], [-1.55974, -0.46808, 0.40621], [-1.79452, -2.19212, 1.97179], [-0.14655, -2.40583, 2.09064]],
  "mulliken_charge": [-1.183, 0.591, -0.443, -0.622, 0.654, -0.527, -0.457, -0.514, 0.309, 0.271, 0.335, 0.447, 0.357, 0.320, 0.224, 0.236]
}

In terms of stability, entry B leads; the second structure lies 0.477 eV higher.